Entry from the OMol25 dataset: a cluster of 2 separate species, C11H30N3O8P4S in total (ωB97M-V/def2-TZVPD).

## Properties
- max |F| (eV Å⁻¹) = 1.19
- E (Eh) = -2966.99562
- E_HOMO (eV) = -4.02

```
! wB97M-V def2-TZVPD RIJCOSX def2/J DEFGRID3
* xyz -1 1
C -1.82 -3.19 -1.23
C -0.32 -3.29 -0.93
C 0.34 -1.90 -0.92
C -0.29 -0.85 -0.01
O -0.35 0.37 -0.69
P -0.70 1.74 0.33
N -0.99 3.13 1.45
C -2.50 1.20 0.63
C -3.01 1.15 2.05
O -4.19 1.10 2.31
P 1.32 2.79 -0.19
C 2.30 3.01 1.38
C 2.39 1.72 -1.29
C 3.89 1.87 -1.03
O -0.09 0.77 1.71
C 0.31 -0.54 1.39
P 2.20 -0.39 1.41
N 2.51 -0.09 3.07
O 2.76 -1.99 1.45
P -0.39 -1.73 2.64
O 0.07 -1.23 4.09
O 0.44 -3.08 2.36
S -2.29 -2.00 2.61
H -2.25 -4.14 -1.55
H -2.00 -2.41 -1.97
H -2.35 -2.89 -0.33
H -0.14 -3.86 -0.03
H 0.16 -3.84 -1.75
H 0.21 -1.49 -1.93
H 1.41 -2.01 -0.77
H -1.32 -1.16 0.21
H -1.15 2.45 -0.83
H -0.59 2.94 2.36
H -0.57 3.98 1.07
H -3.12 1.96 0.15
H -2.76 0.24 0.17
H -2.28 1.18 2.87
H 1.84 3.85 1.91
H 2.28 2.15 2.05
H 3.33 3.30 1.17
H 2.11 0.67 -1.24
H 2.21 2.04 -2.32
H 4.21 2.91 -1.16
H 4.16 1.54 -0.03
H 4.48 1.28 -1.74
H 3.47 0.21 3.20
H 1.87 0.60 3.46
H 3.13 -2.19 0.58
H 1.00 -1.45 4.25
H 1.39 -2.92 2.18
C -3.21 0.34 -4.48
N -2.52 -0.91 -4.90
O -2.04 -0.97 -6.02
O -2.46 -1.79 -4.07
H -3.18 1.04 -5.31
H -4.23 0.07 -4.22
H -2.68 0.72 -3.61
*
```

Entry from the OMol25 dataset: a cluster of 5 separate species, C11H31BO10 in total (ωB97M-V/def2-TZVPD).

## Properties
- max |F| (eV Å⁻¹) = 4.93
- E (Eh) = -1214.99190
- E_HOMO (eV) = -9.55
- SMILES = CCOCCOC(=O)OB(O)OCC.CO.CO.CO.CO

```
! wB97M-V def2-TZVPD RIJCOSX def2/J DEFGRID3
* xyz 0 1
C -4.15 1.13 3.43
C -3.08 1.04 2.33
O -2.18 -0.01 2.54
C -2.69 -1.26 2.11
C -1.55 -2.26 2.08
O -0.89 -2.37 0.80
C -0.14 -1.32 0.46
O -0.58 -0.35 0.04
O 1.22 -1.46 0.55
B 1.80 -0.97 1.70
O 1.11 -0.55 2.78
O 3.19 -0.97 1.75
C 3.75 0.29 1.39
C 3.34 0.79 0.01
H -4.49 2.17 3.47
H -5.02 0.52 3.17
H -3.75 0.90 4.41
H -2.50 1.97 2.35
H -3.56 1.00 1.34
H -3.39 -1.60 2.89
H -3.20 -1.20 1.14
H -2.01 -3.23 2.25
H -0.87 -2.10 2.92
H 1.64 0.03 3.34
H 3.60 1.07 2.15
H 4.83 0.14 1.36
H 2.35 1.26 0.00
H 3.32 -0.04 -0.69
H 4.03 1.55 -0.35
C -0.44 -2.20 6.05
O -1.30 -2.85 5.12
H -0.40 -1.14 5.78
H -0.82 -2.30 7.06
H 0.57 -2.62 5.99
H -1.33 -3.78 5.36
C -0.30 -0.31 -3.77
O -0.55 -1.71 -3.68
H -0.24 -0.03 -4.82
H -1.11 0.24 -3.29
H 0.65 -0.07 -3.28
H -0.60 -1.94 -2.75
C -1.51 1.88 -7.43
O -0.19 1.36 -7.46
H -1.47 2.94 -7.65
H -2.14 1.38 -8.18
H -1.95 1.73 -6.44
H -0.24 0.42 -7.27
C 3.58 2.68 -3.61
O 4.56 2.14 -2.73
H 2.95 3.36 -3.05
H 4.07 3.23 -4.42
H 2.97 1.88 -4.03
H 5.11 1.54 -3.24
*
```